(1)
{
  "formula": "C12H14N2O3S",
  "method": "wB97M-V/def2-TZVPD",
  "smiles": "Cc1ccc(/N=C2/NC(=O)C(CO)(CO)S2)cc1",
  "relative_energy_kcal_mol": 10.4,
  "homo_energy_ev": -8.44,
  "charge": 0,
  "species": ["C", "C", "C", "C", "C", "N", "C", "N", "C", "O", "C", "C", "O", "C", "O", "S", "C", "C", "H", "H", "H", "H", "H", "H", "H", "H", "H", "H", "H", "H", "H", "H"],
  "positions_angstrom": [[-6.108075, -0.993047, -0.183661], [-4.728220, -0.430932, -0.031993], [-3.693128, -1.194753, 0.491243], [-2.421721, -0.673868, 0.636241], [-2.161352, 0.642898, 0.261546], [-0.934797, 1.262548, 0.408716], [0.204088, 0.747912, 0.358004], [1.335918, 1.503772, 0.566389], [2.563700, 0.956659, 0.389423], [3.608902, 1.525083, 0.605870], [2.474510, -0.479695, -0.093465], [3.337678, -1.372258, 0.820747], [4.690557, -1.062029, 0.729327], [2.952749, -0.567143, -1.558493], [2.166459, 0.189408, -2.429301], [0.712340, -0.942994, 0.014745], [-3.202142, 1.423771, -0.244161], [-4.461816, 0.886249, -0.396176], [-6.510706, -0.760377, -1.167798], [-6.774667, -0.555388, 0.559702], [-6.107041, -2.071690, -0.049797], [-3.882256, -2.215765, 0.790409], [-1.636419, -1.280305, 1.061882], [1.230465, 2.475894, 0.825580], [2.968868, -1.272265, 1.854637], [3.231184, -2.417704, 0.516782], [4.796504, -0.105596, 0.866863], [2.980817, -1.625539, -1.851249], [3.964769, -0.159015, -1.618221], [1.280292, -0.194791, -2.469671], [-2.995431, 2.444373, -0.526242], [-5.257950, 1.495949, -0.798748]],
  "forces_ev_per_a": [[-0.03, 0.05, 0.05], [0.06, -0.05, 0.02], [-0.17, 0.02, -0.09], [0.15, 0.23, -0.04], [-0.47, -0.39, -0.09], [0.60, 0.74, 0.22], [-0.17, -0.76, -0.27], [0.18, 0.64, 0.19], [-0.23, -0.28, -0.04], [0.26, 0.19, 0.00], [0.06, -0.23, -0.19], [-0.44, 0.00, 0.25], [0.57, 0.18, -0.10], [0.26, -0.16, 0.25], [-0.31, 0.27, -0.28], [0.01, 0.19, 0.06], [0.08, -0.16, 0.01], [0.03, -0.10, 0.01], [-0.08, -0.04, -0.05], [-0.11, -0.03, 0.02], [-0.06, -0.07, -0.01], [-0.04, -0.10, 0.02], [0.01, -0.06, 0.09], [0.02, -0.07, -0.02], [-0.02, -0.08, -0.17], [-0.09, 0.07, 0.04], [-0.08, -0.15, -0.02], [0.06, 0.07, 0.07], [-0.11, -0.14, 0.05], [0.10, 0.04, 0.04], [0.04, 0.11, 0.02], [-0.08, 0.07, -0.05]]
}


(2)
{
  "formula": "C33H27ClFeN7O4S2",
  "method": "wB97M-V/def2-TZVPD",
  "spin_multiplicity": 6,
  "homo_energy_ev": [-7.80, -7.76],
  "charge": 0,
  "species": ["Fe", "C", "O", "C", "N", "C", "C", "C", "C", "C", "C", "C", "C", "C", "C", "C", "C", "N", "C", "N", "C", "C", "O", "C", "C", "C", "C", "C", "C", "H", "H", "H", "H", "H", "H", "H", "H", "H", "H", "H", "H", "H", "H", "H", "H", "H", "H", "H", "S", "C", "S", "C", "C", "N", "C", "N", "C", "C", "N", "C", "C", "N", "H", "H", "H", "H", "H", "H", "Cl", "C", "C", "O", "O", "H", "H"],
  "positions_angstrom": [[-0.353059, 0.038039, -0.191898], [-1.736376, -0.631282, -4.592237], [-2.847185, -0.592814, -3.656199], [-2.285667, -0.599535, -2.445257], [-1.021099, -0.583539, -2.347606], [-0.479773, -0.456115, -3.706046], [0.615097, -1.436517, -4.042811], [1.424008, -1.181948, -5.146251], [2.409073, -2.084287, -5.516897], [2.594726, -3.246965, -4.781173], [1.789942, -3.501687, -3.681103], [0.798675, -2.602346, -3.312784], [-3.161505, -0.544890, -1.264181], [-4.544868, -0.567540, -1.301297], [-5.229908, -0.498788, -0.094848], [-4.521920, -0.424044, 1.094108], [-3.139485, -0.397136, 1.020489], [-2.486600, -0.454560, -0.125170], [-2.223151, -0.385910, 2.165627], [-0.965725, -0.237074, 2.029675], [-0.375634, -0.664194, 3.331761], [-1.584444, -0.578378, 4.267953], [-2.719291, -0.671877, 3.369829], [0.862120, 0.055601, 3.809081], [0.993728, 0.436129, 5.141737], [2.168504, 1.018598, 5.599120], [3.231361, 1.213683, 4.731752], [3.116976, 0.809240, 3.408725], [1.943976, 0.231892, 2.953911], [-1.882084, 0.168448, -5.313398], [-1.750637, -1.599719, -5.090275], [-0.092535, 0.564477, -3.789536], [1.292411, -0.265240, -5.712175], [3.037263, -1.876488, -6.373724], [3.370091, -3.948186, -5.061822], [1.936314, -4.400674, -3.095585], [0.180130, -2.800236, -2.445450], [-5.057331, -0.639168, -2.249775], [-6.311173, -0.508744, -0.083427], [-5.013547, -0.379581, 2.055018], [-0.111695, -1.721916, 3.190866], [-1.649676, 0.379239, 4.786767], [-1.649910, -1.398998, 4.975594], [0.187525, 0.276921, 5.847296], [2.253439, 1.307346, 6.639082], [4.151660, 1.657030, 5.089787], [3.953187, 0.916709, 2.728964], [1.880580, -0.099715, 1.928110], [1.806212, -0.933128, -0.436869], [1.263888, -2.340197, 0.415533], [-0.426238, -2.591119, 0.239120], [2.101639, -3.084174, 1.208205], [3.479128, -2.742919, 1.333811], [4.586241, -2.442253, 1.440333], [1.590472, -4.154629, 1.996436], [1.175029, -5.002566, 2.656216], [2.385954, 2.135993, -1.081082], [1.626928, 2.504311, 0.143614], [0.691945, 1.800284, 0.751720], [0.236306, 2.568103, 1.801277], [0.921288, 3.735858, 1.844047], [1.799624, 3.680187, 0.784646], [1.719985, 1.669207, -1.807392], [3.191659, 1.438066, -0.852510], [2.811804, 3.025829, -1.544678], [-0.549658, 2.227482, 2.449048], [0.868620, 4.577553, 2.510537], [2.464892, 4.385565, 0.523597], [-1.909343, 3.452882, -3.319300], [-2.239221, 3.738540, -1.586943], [-1.998421, 2.517054, -0.701157], [-2.627834, 2.448007, 0.351983], [-1.119388, 1.691361, -1.115002], [-3.269330, 4.061603, -1.488873], [-1.578703, 4.539812, -1.260673]],
  "forces_ev_per_a": [[-0.14, -0.28, 0.29], [-0.01, -0.02, 0.01], [-0.02, 0.01, -0.01], [0.07, 0.06, -0.07], [-0.08, -0.11, 0.10], [0.03, 0.05, 0.04], [-0.01, 0.02, -0.02], [0.03, 0.03, 0.04], [0.01, -0.01, 0.00], [0.01, 0.00, -0.01], [-0.02, -0.01, 0.03], [-0.04, -0.05, -0.04], [-0.01, -0.05, -0.01], [0.00, -0.03, 0.00], [0.02, 0.01, 0.01], [-0.02, -0.01, 0.00], [-0.01, -0.05, 0.05], [-0.11, 0.09, -0.27], [0.05, 0.13, 0.09], [-0.07, 0.08, 0.08], [0.01, -0.11, 0.01], [0.01, -0.04, 0.01], [0.03, -0.04, -0.01], [0.03, -0.02, 0.13], [-0.06, 0.08, -0.06], [0.04, 0.03, 0.01], [-0.02, 0.01, 0.02], [0.00, -0.02, -0.03], [0.07, -0.16, 0.10], [0.00, 0.00, 0.00], [-0.01, -0.01, 0.00], [-0.01, 0.01, -0.03], [0.00, 0.00, 0.01], [0.00, 0.00, 0.01], [-0.01, 0.01, 0.00], [0.00, 0.01, -0.01], [0.02, 0.02, 0.00], [-0.01, 0.00, 0.01], [0.00, 0.00, 0.00], [0.00, 0.00, -0.01], [0.01, 0.05, -0.09], [-0.02, 0.02, -0.04], [-0.01, 0.02, 0.03], [0.01, 0.00, 0.00], [0.00, 0.00, -0.01], [0.00, 0.00, 0.00], [0.00, -0.01, 0.00], [0.02, 0.00, 0.02], [0.18, 0.08, -0.12], [-0.11, 0.01, -0.04], [0.08, 0.02, 0.06], [-0.08, 0.02, -0.06], [0.12, 0.04, 0.03], [-0.04, -0.01, -0.02], [0.02, -0.09, 0.06], [-0.02, 0.02, -0.02], [0.00, 0.03, -0.03], [-0.02, -0.02, 0.10], [0.01, 0.17, -0.23], [0.01, -0.01, 0.04], [-0.02, 0.00, 0.02], [0.02, 0.00, -0.01], [0.01, -0.01, 0.01], [-0.01, 0.01, -0.01], [0.01, 0.00, 0.01], [-0.02, 0.03, -0.03], [0.00, -0.01, -0.01], [0.02, 0.02, -0.01], [0.00, 0.00, -0.02], [-0.02, -0.07, -0.01], [0.10, -0.02, 0.21], [-0.03, 0.04, -0.04], [0.02, 0.12, -0.27], [-0.02, 0.00, 0.00], [0.00, 0.00, 0.02]]
}


(3)
{
  "formula": "C5H10N2S",
  "method": "wB97M-V/def2-TZVPD",
  "relative_energy_kcal_mol": 103.0,
  "homo_energy_ev": -8.05,
  "charge": 0,
  "species": ["C", "C", "C", "C", "C", "N", "N", "S", "H", "H", "H", "H", "H", "H", "H", "H", "H", "H"],
  "positions_angstrom": [[0.090163, -2.066974, -0.277428], [-1.249510, -1.600789, 0.416101], [1.089680, -1.073604, 0.073024], [-0.853709, 1.084754, 0.311411], [-0.303150, 2.200024, -0.584350], [2.847199, 0.598070, -0.087574], [2.064925, -0.365686, -0.065502], [-1.878827, -0.141444, -0.561773], [0.318413, -3.050504, 0.191703], [-0.203696, -2.160919, -1.339818], [-1.999778, -2.328603, 0.235566], [-1.246134, -1.429777, 1.593542], [-1.602621, 1.460511, 1.099653], [0.103785, 0.782990, 0.824919], [0.252822, 1.761655, -1.480580], [0.266837, 3.036900, -0.027475], [-1.151564, 2.649334, -1.046188], [3.455164, 0.644068, 0.724767]],
  "forces_ev_per_a": [[-1.75, -0.61, 1.92], [-0.02, 0.99, 0.64], [4.26, 2.35, -1.78], [0.36, 1.66, 1.80], [0.29, 0.32, -0.70], [0.41, 0.85, -0.47], [-4.02, -2.87, 1.44], [1.18, -0.64, 1.14], [0.23, 0.44, -0.61], [0.90, 0.09, 0.43], [-0.65, -0.95, -0.09], [0.37, -0.09, -2.64], [1.51, -0.07, -0.96], [-1.62, -0.77, -0.26], [-0.17, 0.57, 1.53], [-0.70, -1.69, -0.87], [-0.69, 0.86, -0.49], [0.10, -0.47, -0.02]]
}


(4)
{
  "formula": "C2H3NO2",
  "method": "wB97M-V/def2-TZVPD",
  "smiles": "C1=NOCO1",
  "relative_energy_kcal_mol": 95.3,
  "homo_energy_ev": -9.32,
  "charge": 0,
  "species": ["C", "N", "O", "C", "O", "H", "H", "H"],
  "positions_angstrom": [[-0.358967, -0.067166, -1.201777], [-0.655248, -1.066836, -0.537056], [-0.225424, -1.005304, 0.698647], [0.268320, 0.401998, 0.838281], [0.473618, 0.817308, -0.459704], [-0.485102, -0.084658, -2.102382], [1.306690, 0.221697, 1.198930], [-0.323888, 0.782961, 1.565061]],
  "forces_ev_per_a": [[2.66, 0.77, 9.96], [-1.94, -2.42, -1.41], [0.62, 1.25, 1.72], [4.88, -4.42, -0.76], [-1.95, 0.75, -1.33], [-1.21, 0.97, -10.09], [-0.74, 0.63, 0.52], [-2.33, 2.48, 1.40]]
}


(5)
{
  "formula": "C8H5Cl2NO4",
  "method": "wB97M-V/def2-TZVPD",
  "smiles": "C[C@@H](Cl)[C@H](Cl)C1=C(OC#N)C(=O)OC1=O",
  "relative_energy_kcal_mol": 0.0,
  "homo_energy_ev": -11.11,
  "charge": 0,
  "species": ["C", "C", "Cl", "C", "Cl", "C", "C", "O", "C", "N", "C", "O", "O", "C", "O", "H", "H", "H", "H", "H"],
  "positions_angstrom": [[-1.824735, -0.361593, -1.239765], [-0.397073, -0.416297, -1.788008], [-0.370489, -0.030965, -3.525860], [0.519118, 0.507798, -0.966787], [2.109532, 0.785142, -1.752230], [0.816842, -0.105275, 0.359644], [0.763203, 0.450577, 1.564207], [0.430864, 1.726353, 1.963417], [-0.702639, 2.180001, 1.503949], [-1.606714, 2.694040, 1.011118], [1.188671, -0.516908, 2.612063], [1.266521, -0.326359, 3.779142], [1.475209, -1.684272, 1.971417], [1.297826, -1.493391, 0.597262], [1.534046, -2.360348, -0.172754], [-2.083164, 0.628772, -0.869847], [-1.958624, -1.117226, -0.465609], [-2.506342, -0.618056, -2.046420], [-0.018527, -1.428351, -1.691119], [0.066476, 1.486358, -0.843821]],
  "forces_ev_per_a": [[0.09, -0.18, -0.32], [-0.11, -0.05, 0.34], [-0.02, 0.19, 0.05], [0.26, -0.38, -0.48], [0.01, -0.03, 0.11], [-0.34, 0.59, 0.33], [0.03, -0.04, -0.01], [-0.33, -0.34, 0.09], [0.45, 0.46, -0.46], [-0.16, -0.22, 0.25], [-0.05, 0.44, 0.30], [0.03, -0.24, -0.03], [0.08, -0.02, -0.19], [0.23, -0.44, 0.07], [-0.09, 0.05, -0.05], [-0.05, 0.01, 0.06], [0.02, 0.16, 0.20], [-0.11, 0.00, 0.04], [0.11, -0.04, -0.27], [-0.05, 0.06, -0.04]]
}


(6)
{
  "formula": "C5H35N3O10",
  "method": "wB97M-V/def2-TZVPD",
  "smiles": "CN(CCN)CCN.O.O.O.O.O.O.O.O.O.O",
  "relative_energy_kcal_mol": 92.1,
  "homo_energy_ev": -8.80,
  "charge": 0,
  "species": ["C", "N", "C", "C", "N", "C", "C", "N", "H", "H", "H", "H", "H", "H", "H", "H", "H", "H", "H", "H", "H", "H", "H", "O", "H", "H", "O", "H", "H", "O", "H", "H", "O", "H", "H", "O", "H", "H", "O", "H", "H", "O", "H", "H", "O", "H", "H", "O", "H", "H", "O", "H", "H"],
  "positions_angstrom": [[-2.377298, -0.900036, 0.183465], [-0.929591, -1.161505, 0.625453], [-0.784393, -1.137214, 2.135453], [0.669016, -1.545680, 2.404040], [1.700222, -0.454035, 2.375873], [-0.212178, -0.018189, -0.117750], [-0.657954, 0.103156, -1.636577], [0.459037, 0.745115, -2.432015], [-2.652082, 0.185975, 0.564248], [-3.115075, -1.624835, 0.565426], [-2.550946, -0.816819, -0.906330], [-0.921735, -0.179302, 2.630886], [-1.496896, -1.937974, 2.676078], [0.721379, -2.117498, 3.264558], [0.928588, -2.306074, 1.632216], [2.384022, -0.548274, 1.612159], [1.332125, 0.459775, 2.255966], [0.766978, -0.470707, -0.108201], [-0.230643, 0.988390, 0.343069], [-0.828505, -0.884840, -2.107216], [-1.474624, 0.864886, -1.770509], [0.839680, 1.503322, -1.783370], [1.044069, 0.043154, -2.747997], [-0.556926, -3.560693, -0.579772], [-1.114524, -3.886912, -1.246530], [-0.702304, -2.547728, -0.419769], [0.538157, 1.213923, 4.785525], [-0.180791, 1.226807, 4.111314], [1.359537, 1.019575, 4.401237], [3.341756, 1.323471, -0.243114], [2.896864, 0.641921, 0.273076], [3.380420, 0.954143, -1.104925], [-3.895451, 3.507184, -0.368142], [-2.963880, 3.776879, -0.429057], [-3.813219, 2.823411, 0.241629], [2.815701, -0.954282, -2.293572], [3.658252, -1.094587, -2.761714], [2.453838, -1.866764, -2.384821], [-1.270814, 3.308103, 0.188962], [-0.474715, 2.895144, -0.107231], [-1.294549, 4.165839, -0.229564], [-0.900184, 2.252225, 2.716736], [-1.277820, 2.731058, 2.024899], [-0.695936, 2.943792, 3.374139], [1.111494, 3.214519, -0.743845], [1.548688, 3.577457, -1.500388], [1.795356, 2.812005, -0.189506], [1.505497, -3.211215, -2.359365], [1.020949, -3.288654, -1.504801], [1.877792, -4.112379, -2.529362], [-1.136150, -2.900580, -3.309840], [-0.179881, -2.835456, -3.294675], [-1.460355, -2.918997, -4.176453]],
  "forces_ev_per_a": [[-0.51, 1.87, 1.53], [-3.12, 2.43, -1.06], [0.14, -1.93, -0.19], [0.57, 0.31, -2.52], [0.49, -1.11, -0.20], [-0.27, -1.89, -0.48], [1.41, 1.52, -0.30], [-2.59, 2.32, 2.43], [0.17, -2.02, -0.46], [0.56, 0.21, 0.20], [0.61, -0.50, 0.69], [-0.62, 0.33, -0.41], [1.43, 1.76, -1.64], [0.28, -0.55, 2.27], [-0.09, 0.56, 0.22], [-0.57, -0.52, 0.70], [-0.84, 0.76, 0.05], [0.87, 0.82, -0.34], [-0.15, -0.72, 0.26], [-0.43, 0.67, 0.42], [0.16, -1.37, 0.40], [0.04, -1.79, -1.72], [2.06, -0.95, -0.21], [1.68, 1.93, 1.69], [-1.29, -0.27, -1.56], [-0.11, -1.89, 0.30], [-2.64, 0.61, 0.96], [1.28, -0.23, 0.52], [1.49, -0.61, -1.19], [-0.18, 0.76, 1.49], [0.06, 0.05, -0.13], [-0.04, -0.74, -1.41], [0.14, 2.09, -1.61], [-0.87, -0.30, -0.23], [-0.09, -2.01, 1.69], [1.17, -0.55, -0.58], [-0.22, 0.52, 0.26], [-0.40, 0.33, 0.40], [-1.59, 0.15, 0.94], [1.08, -0.06, -0.67], [0.60, 0.39, -0.06], [1.08, -0.51, 2.48], [-1.13, 1.21, -2.34], [0.02, -0.48, -0.26], [-0.03, -0.20, 0.78], [0.47, 0.28, -0.68], [0.37, -0.05, -0.24], [0.59, -1.41, -0.20], [-0.39, -0.26, -0.10], [-0.52, 1.15, 0.24], [-0.12, -0.02, 2.14], [0.42, -0.14, -0.29], [-0.41, 0.03, -1.98]]
}


Number 1: largest force on an atom 0.98 eV Å⁻¹. Number 2: largest force on an atom 0.43 eV Å⁻¹. Number 3: largest force on an atom 5.18 eV Å⁻¹. Number 4: largest force on an atom 10.34 eV Å⁻¹. Number 5: largest force on an atom 0.79 eV Å⁻¹. Number 6: largest force on an atom 4.24 eV Å⁻¹.